1.
ORCA calculation (ωB97M-V with the def2-TZVPD basis set) on the molecule C3H4NOPS2 at a distorted geometry.

- Maximum force: 0.1814 hartree/bohr
- E: -1384.3814 Eh

```
12
Properties=species:S:1:pos:R:3:forces:R:3
C -0.35903 2.06561 0.26881 -0.254 0.792 -1.338
C -0.57510 -1.38968 -0.10434 0.458 -0.699 1.328
C 0.15658 -0.51093 -1.05203 -0.055 4.011 1.424
N -0.77598 2.70481 -0.60969 0.367 -0.669 1.424
O 1.36232 1.52951 2.58410 -4.063 -3.318 -5.969
P 0.50058 0.79853 1.21707 4.806 4.558 6.569
S -0.95292 -0.57068 1.57228 0.235 -1.006 -1.000
S 1.74576 0.03546 -0.22515 -0.857 0.261 0.571
H -1.50554 -1.68162 -0.49544 -1.389 -0.268 -0.498
H 0.02839 -2.33451 0.01403 -0.583 1.084 0.418
H 0.65472 -1.12079 -1.66284 1.010 -2.313 -3.619
H -0.27978 0.47428 -1.50680 0.327 -2.434 0.691
```
Positions in Å, forces in eV/Å.


2.
ORCA calculation (ωB97M-V with the def2-TZVPD basis set) on a cluster of 2 separate species, C3H4NOS2 in total at a distorted geometry.

- Maximum force: 0.0759 hartree/bohr
- Total charge: -1
- E: -1043.1052 Eh

```
11
Properties=species:S:1:pos:R:3:forces:R:3
C -1.00640 0.40107 -0.04401 -0.093 -1.470 -0.785
C 2.13871 -0.22983 0.90298 -0.688 -2.399 3.003
C -0.87066 -0.85530 0.45820 1.076 -1.187 -0.163
N -0.99593 0.75038 -1.41674 -0.963 -0.405 -0.074
O 1.96115 -0.63045 1.99332 0.413 1.588 -1.689
S 2.45386 -0.08956 -0.59547 0.375 0.854 -1.309
S -1.30388 1.70291 0.96710 0.121 1.813 1.135
H -0.60405 -0.80928 1.53101 -0.771 -0.701 -0.656
H -0.65844 -1.82140 -0.12501 -0.267 1.649 0.665
H -0.75354 0.10119 -2.12364 0.136 -1.572 -0.174
H -0.36081 1.48026 -1.54774 0.660 1.831 0.045
```
Positions in Å, forces in eV/Å.


3.
ORCA calculation (ωB97M-V with the def2-TZVPD basis set) on a cluster of 2 separate species, C3H4NOS2 in total at a distorted geometry.

- Maximum force: 0.0819 hartree/bohr
- Total charge: -1
- E: -1043.0742 Eh

```
11
Properties=species:S:1:pos:R:3:forces:R:3
C 1.85866 -2.71739 0.34817 1.573 2.547 0.400
C 3.00721 -0.53837 0.73125 2.743 -0.853 0.078
C -0.06676 0.54929 -0.53629 -1.480 1.873 -1.886
N 2.15210 -1.51741 0.39756 -1.783 -3.810 -0.234
O 1.57030 -3.85334 0.30026 -0.090 1.136 -0.092
S 4.64637 -0.70030 0.85168 -0.825 -0.274 -0.109
S -0.20877 1.75073 0.79919 0.250 0.557 0.378
H -1.09575 0.20304 -0.80723 0.800 0.170 -0.227
H 0.49226 0.90983 -1.46719 -0.827 -0.283 0.985
H 0.44768 -0.25223 -0.17075 1.160 -2.201 0.637
H 2.66202 0.43271 0.92213 -1.522 1.140 0.069
```
Positions in Å, forces in eV/Å.


4.
ORCA calculation (ωB97M-V with the def2-TZVPD basis set) on a cluster of 2 separate species, C3H4NP in total at a distorted geometry.

- Maximum force: 0.1074 hartree/bohr
- E: -512.6621 Eh

```
9
Properties=species:S:1:pos:R:3:forces:R:3
C 0.22451 0.98685 0.72031 -0.784 -1.695 -1.454
C 0.95720 0.36023 -0.20402 4.963 0.490 -2.369
C -1.32515 -0.54857 0.02215 1.471 0.139 -1.925
N -1.05063 0.41238 0.81212 -1.961 -0.180 0.318
P 0.04785 -0.85392 -1.23173 -0.272 1.484 1.077
H 0.22001 1.88961 1.23542 1.261 1.218 1.094
H 2.50728 0.44587 -0.66439 -4.660 0.188 1.618
H -2.27720 -0.96712 -0.27156 -0.497 0.057 1.120
H 0.69613 -1.72534 -0.41830 0.479 -1.700 0.522
```
Positions in Å, forces in eV/Å.


5.
ORCA calculation (ωB97M-V with the def2-TZVPD basis set) on the molecule C3H4NP at a distorted geometry.

- Maximum force: 0.1175 hartree/bohr
- E: -512.5543 Eh
- Spin multiplicity: 3

```
9
Properties=species:S:1:pos:R:3:forces:R:3
C -1.48751 0.58198 -0.10610 1.530 -0.086 -0.901
C 0.97577 -1.21893 0.22477 1.089 -5.349 2.586
C 0.04684 1.00040 -0.27600 -2.398 1.800 -1.582
N 0.86746 -0.16351 -0.45881 -1.781 4.944 0.341
P -2.88523 -0.06425 0.04840 0.808 0.516 -0.001
H 0.57732 -1.61292 1.21155 -0.155 1.674 -0.951
H 1.60011 -2.05304 -0.08256 0.186 0.200 -0.688
H 0.19434 1.80266 -1.17141 -0.493 -2.251 1.725
H 0.11090 1.72760 0.61016 1.214 -1.449 -0.528
```
Positions in Å, forces in eV/Å.


6.
ORCA calculation (ωB97M-V with the def2-TZVPD basis set) on the ion C3H4NS with charge +1 at a distorted geometry.

- Maximum force: 0.0918 hartree/bohr
- Total charge: +1
- E: -569.3209 Eh

```
9
Properties=species:S:1:pos:R:3:forces:R:3
C -0.96968 0.27919 -0.01135 3.066 -2.017 0.041
C 1.09023 1.11303 -0.02591 -1.022 -3.251 0.518
C -0.16494 -1.07190 -0.01569 -0.624 4.666 0.332
N -0.23215 1.33719 -0.02726 -1.130 1.359 -0.262
S 1.50664 -0.54947 0.02699 0.669 0.693 -0.739
H -2.02227 0.13100 -0.07780 -0.854 0.929 0.080
H 1.85891 1.84107 0.04715 0.366 0.842 -0.076
H -0.39287 -1.54101 0.87122 -0.506 -1.526 2.223
H -0.67387 -1.53911 -0.78735 0.034 -1.695 -2.116
```
Positions in Å, forces in eV/Å.


7.
ORCA calculation (ωB97M-V with the def2-TZVPD basis set) on a structure of composition C3H4O at a distorted geometry.

- Maximum force: 0.1824 hartree/bohr
- E: -191.7919 Eh

```
8
Properties=species:S:1:pos:R:3:forces:R:3
C 0.32490 0.59842 -0.44171 4.760 -7.015 4.007
C 1.27206 -0.56124 0.24262 -5.635 5.706 -3.178
C -0.72177 -0.08707 0.30901 -2.234 -0.029 0.695
O 0.15804 -1.08750 0.78824 0.263 -1.748 1.134
H 0.39914 1.46180 -0.93463 0.590 3.040 -1.828
H 2.21514 -1.01714 0.44189 0.623 0.027 -0.225
H -1.12254 0.45519 1.25501 0.392 -0.782 -1.694
H -1.57771 -0.57654 -0.29867 1.240 0.802 1.089
```
Positions in Å, forces in eV/Å.


8.
ORCA calculation (ωB97M-V with the def2-TZVPD basis set) on the molecule C3H4O at a distorted geometry.

- Maximum force: 0.0346 hartree/bohr
- E: -191.7468 Eh

```
8
Properties=species:S:1:pos:R:3:forces:R:3
C 0.50848 0.12376 -0.36335 1.305 -1.208 -0.071
C 1.62976 0.77243 -0.19501 0.866 1.435 0.594
C -1.64458 -0.83070 0.24297 -1.524 0.479 -0.437
O -0.74325 0.00959 -0.25457 -0.896 0.707 -0.293
H 2.57820 0.34269 -0.59666 -1.001 0.363 0.165
H 1.78026 1.78700 0.32688 -0.525 -1.559 -0.531
H -2.67049 -0.62782 -0.14663 1.262 -0.260 0.459
H -1.43836 -1.57695 0.98636 0.511 0.043 0.114
```
Positions in Å, forces in eV/Å.